(1)
{"formula": "C2HN2OS", "method": "ωB97M-V with the def2-TZVPD basis set", "species": ["C", "C", "N", "N", "O", "S", "H"], "positions_angstrom": [[1.63746, -0.57297, -0.18611], [-2.39991, 0.42707, -0.36157], [1.59805, -1.24249, -1.15519], [1.41419, -0.05274, 0.97498], [-3.31512, -0.30571, -0.57980], [-1.13560, 1.17360, -0.08980], [2.20093, 0.57325, 1.39751]], "forces_ev_per_a": [[-0.2176, -0.9601, 0.0877], [-3.9673, -3.4697, -1.1299], [0.3406, 0.4428, -0.4025], [1.5935, 2.1850, 1.7517], [1.3700, 1.6738, 0.4549], [2.5567, 1.7208, 0.6700], [-1.6759, -1.5927, -1.4318]], "mulliken_charge": [0.33, 0.72, -0.65, -0.69, -0.46, -0.35, 0.11], "de_lowest_ev": 0.919, "spin_multiplicity": 1, "e_tot_ev": -17953.6617, "homo_energy_ha": -0.1085, "charge": -1, "max_force_ev_per_a": 5.39}

---

(2)
{"formula": "C37H58Cl5F3MoN3SSi4Te", "method": "ωB97M-V with the def2-TZVPD basis set", "species": ["Mo", "Cl", "C", "C", "C", "Cl", "C", "Cl", "C", "Cl", "C", "Cl", "C", "C", "C", "C", "C", "C", "C", "H", "H", "H", "H", "H", "H", "H", "C", "C", "C", "C", "N", "C", "S", "N", "C", "C", "C", "C", "H", "H", "H", "H", "H", "H", "H", "H", "H", "H", "H", "H", "H", "H", "H", "H", "H", "H", "H", "H", "F", "C", "F", "F", "C", "C", "C", "N", "C", "C", "H", "H", "H", "H", "C", "Si", "C", "C", "Si", "Te", "Si", "C", "C", "C", "Si", "C", "C", "C", "H", "H", "H", "H", "H", "H", "H", "H", "H", "H", "H", "H", "H", "H", "H", "H", "H", "H", "H", "H", "H", "H", "H", "H", "H", "H", "H"], "positions_angstrom": [[-1.00322, 0.66278, 0.70514], [1.91798, 2.47384, 2.32212], [0.42293, 2.38141, 3.13998], [-0.71188, 1.82645, 2.53400], [-1.87890, 1.96448, 3.26294], [-3.31212, 1.46359, 2.39511], [-2.00811, 2.43273, 4.55557], [-3.52501, 2.46632, 5.37981], [-0.84127, 2.86215, 5.19102], [-0.89831, 3.43722, 6.81681], [0.37280, 2.88676, 4.46769], [1.76037, 3.53662, 5.19735], [-2.59197, -0.62947, -0.09011], [-2.93709, 0.18697, -1.23982], [-4.14940, 0.89572, -1.32134], [-4.42256, 1.75351, -2.37254], [-3.44081, 2.00819, -3.31960], [-2.24510, 1.28729, -3.28636], [-2.00185, 0.38204, -2.25968], [-2.07926, -1.55228, -0.30396], [-3.40961, -0.70994, 0.60668], [-4.87913, 0.77539, -0.54952], [-5.37810, 2.26974, -2.40753], [-3.60051, 2.70018, -4.14888], [-1.50422, 1.39079, -4.07486], [-1.07903, -0.16776, -2.25746], [-6.73777, -3.12276, 2.31648], [-5.83152, -3.69408, 3.39160], [-4.84776, -2.68205, 3.98783], [-3.96239, -1.90404, 3.00746], [-3.04430, -2.80792, 2.32662], [-1.78901, -2.58919, 1.97693], [-0.95396, -1.11874, 2.41493], [-1.11783, -3.59443, 1.40049], [0.32068, -3.79900, 1.49125], [0.78734, -4.30355, 2.87092], [0.38674, -5.74449, 3.20557], [-1.09039, -5.95571, 3.48857], [-7.47046, -3.86090, 2.00812], [-6.21337, -2.82783, 1.41200], [-7.26770, -2.24446, 2.68669], [-5.26802, -4.56284, 3.03123], [-6.42438, -4.04238, 4.25506], [-4.17242, -3.17313, 4.68375], [-5.37383, -1.90984, 4.53814], [-3.35876, -1.17360, 3.50698], [-4.56632, -1.38051, 2.25709], [-3.41020, -3.72348, 2.12773], [-1.65230, -4.42956, 1.20597], [0.79199, -2.84383, 1.23299], [0.58574, -4.50962, 0.69021], [0.45392, -3.62508, 3.64677], [1.90071, -4.33069, 2.84479], [0.91841, -5.98360, 4.12926], [0.79454, -6.43185, 2.44358], [-1.51592, -5.17099, 4.09231], [-1.21859, -6.87369, 4.06995], [-1.71125, -6.06201, 2.61038], [-1.82471, 5.77048, -4.07801], [-1.95118, 6.18475, -2.80973], [-1.15643, 7.23873, -2.63016], [-3.23379, 6.55248, -2.62373], [-1.62994, 5.00500, -1.87940], [-2.52401, 4.60074, -0.91750], [-2.25798, 3.47544, -0.14841], [-1.16057, 2.76417, -0.35029], [-0.28184, 3.13375, -1.27674], [-0.46491, 4.28197, -2.02696], [-3.45215, 5.11679, -0.77770], [-2.95426, 3.15187, 0.61053], [0.62406, 2.52486, -1.38584], [0.28522, 4.57143, -2.74290], [6.13581, -1.31814, -1.89364], [4.70283, -0.95966, -0.66986], [3.87937, -2.65405, -0.32610], [5.37271, -0.19878, 0.96018], [3.16802, 0.53635, -1.66538], [1.36591, -0.27087, -0.01629], [4.08722, 2.69273, -1.69440], [5.75042, 2.33925, -2.54129], [3.06274, 3.82216, -2.82170], [4.37452, 3.34555, 0.05706], [2.38287, -0.25252, -3.72472], [1.53297, -1.91078, -3.35218], [3.86618, -0.49959, -4.86160], [1.13427, 0.96395, -4.41737], [6.89014, -1.98491, -1.52545], [6.67840, -0.40204, -2.16686], [5.78003, -1.77436, -2.83322], [4.68946, -3.36737, -0.16644], [3.31308, -2.98055, -1.17757], [3.24318, -2.63529, 0.56253], [5.94865, -0.94214, 1.50568], [4.54960, 0.13584, 1.56571], [6.04997, 0.63825, 0.77309], [5.66378, 1.75023, -3.47239], [6.45312, 1.85937, -1.86250], [6.21029, 3.28099, -2.88687], [2.88318, 3.34516, -3.80179], [3.57533, 4.78224, -3.02356], [2.12989, 4.10273, -2.34584], [4.65379, 2.54654, 0.73172], [3.47350, 3.81659, 0.46884], [5.17524, 4.09257, 0.11686], [2.26604, -2.60533, -2.90301], [1.14667, -2.34937, -4.27177], [0.71265, -1.82704, -2.67576], [4.59505, -1.12622, -4.34244], [4.33692, 0.44757, -5.10413], [3.62238, -0.98265, -5.81013], [0.47573, 1.29107, -3.61656], [0.55292, 0.50802, -5.19692], [1.57934, 1.86313, -4.83135]], "forces_ev_per_a": [[-0.0453, 0.6476, -0.1371], [0.3176, 0.0019, -0.2968], [-0.5717, 0.0093, 0.9517], [0.1850, 0.1402, 0.1796], [-0.2736, -0.1629, -0.1577], [-0.2596, -0.1948, -0.1149], [0.2098, 0.1030, 0.3897], [0.2284, -0.0336, -0.2573], [0.4702, 0.2301, -0.2568], [0.0093, -0.1361, -0.3407], [-0.9694, -0.4078, -0.5200], [0.3507, 0.1212, 0.1853], [0.3560, 0.7631, 0.6684], [-0.1521, 0.5034, -0.6540], [0.3728, -0.0295, -0.2319], [0.1260, 0.3023, 0.3894], [0.4537, -0.2463, -0.7763], [-0.2833, 0.0358, 0.0353], [-0.2919, 0.2743, -0.3804], [0.0288, -0.3966, -0.1793], [-0.1510, -0.3687, 0.1792], [-0.4125, -0.2021, 0.3935], [0.1371, -0.0679, -0.0455], [-0.1156, -0.1450, 0.3154], [-0.2454, 0.1695, 0.1330], [0.3216, -0.2814, 0.0418], [-0.1343, -0.0612, 0.0667], [0.3096, 0.1849, 0.5896], [0.5056, 0.4687, -0.4053], [-0.4955, -0.4220, -0.5038], [-0.0607, -0.0263, -0.2826], [0.6303, -0.1390, 0.2891], [0.0548, -0.1825, 0.4637], [-0.6778, 0.0839, -0.0194], [0.6635, 0.1503, -0.1840], [0.7439, -0.6801, -1.0198], [0.2516, 0.3244, 0.2051], [0.0457, -0.8402, 0.2042], [-0.1922, -0.0637, 0.0062], [0.2543, 0.0598, -0.0955], [-0.0638, 0.0014, 0.0112], [-0.1877, -0.0566, -0.0689], [0.0950, -0.0870, -0.4860], [-0.0328, -0.1405, 0.2631], [-0.3008, 0.0356, 0.2291], [0.2017, 0.3809, 0.3837], [-0.0202, -0.0393, 0.1415], [-0.1258, -0.2675, -0.0073], [-0.0256, -0.0063, 0.0730], [0.0174, -0.2581, 0.1442], [-0.0540, 0.1907, 0.3524], [0.0222, 0.2450, 0.1910], [-0.6323, 0.4712, 0.0587], [0.0571, -0.1043, -0.0340], [-0.3637, 0.1921, 0.1906], [-0.0336, 0.5268, 0.2663], [-0.0868, 0.0196, -0.1625], [-0.1497, -0.0690, -0.4230], [0.0496, 0.2069, -0.1170], [-0.3371, -0.9603, 0.5009], [-0.1320, -0.1133, 0.0410], [0.4135, 0.2719, -0.1592], [0.0315, 0.4810, -0.1102], [-0.3821, -0.1496, 0.3004], [-0.0812, 0.7770, -0.5491], [0.2773, -1.7014, 0.6043], [0.6200, 0.5584, -0.1291], [0.2939, -0.2496, -0.2321], [-0.2644, 0.2190, 0.0910], [0.0675, -0.0371, -0.0314], [-0.4412, 0.1623, 0.0365], [0.0012, 0.0267, -0.1905], [-0.5313, 0.6650, -0.4378], [0.7417, -0.4587, 0.0445], [0.6446, 0.7250, 0.4841], [0.1906, -0.3777, -1.0666], [-0.2304, -0.1267, 0.2184], [-0.4015, 0.2508, 0.0730], [0.3308, -0.0074, -0.1470], [-0.1161, 0.4862, -0.5876], [0.6081, 0.3392, -0.1287], [-0.2141, 0.5019, -0.2555], [0.0550, -0.3461, 0.0782], [1.0302, -0.0024, -0.5872], [-0.2692, -0.2169, 0.1014], [0.3625, 0.1500, 0.3558], [0.3176, -0.5138, 0.5788], [-0.2556, -0.1241, 0.0016], [-0.0085, 0.2054, 0.3839], [0.0242, -0.0828, 0.0618], [-0.3616, -0.2040, -0.3536], [0.0550, -0.0437, -0.1365], [-0.0210, -0.1733, 0.1271], [-0.3727, 0.1777, 0.4162], [-0.1221, 0.0209, -0.0727], [-0.0869, -0.0463, 0.5198], [0.0211, -0.0983, -0.0190], [-0.1267, -0.1199, 0.3289], [-0.0482, 0.1574, 0.4872], [-0.0144, -0.4365, 0.1075], [-0.1676, -0.1617, -0.0161], [0.0364, -0.3069, 0.1000], [0.1007, -0.0812, -0.1330], [-0.1034, -0.0672, -0.2110], [-0.3412, 0.2219, -0.3013], [0.0824, -0.1221, -0.1398], [-0.5872, 0.1937, 0.5937], [0.0014, 0.0822, -0.1532], [0.1332, 0.2051, 0.0325], [-0.1244, -0.0412, 0.0516], [-0.1427, -0.0385, 0.0972], [-0.4369, -0.2806, -0.4168], [0.2201, 0.0827, -0.0859]], "mulliken_charge": [-0.04, 0.07, 0.72, -1.51, 1.73, -0.27, -0.40, -0.18, 0.51, -0.17, -0.05, -0.18, -1.19, 0.34, -0.36, -1.01, -0.52, -0.64, 0.05, 0.76, 0.12, 0.53, 0.42, 0.50, 0.36, 0.53, -1.16, -0.31, -1.18, -0.53, 0.14, 0.13, -0.16, -0.13, -0.12, -0.51, -0.56, -1.03, 0.40, 0.25, 0.29, 0.31, 0.35, 0.36, 0.41, 0.31, 0.17, 0.23, 0.36, -0.72, 0.50, 0.25, 0.40, 0.36, 0.31, 0.25, 0.42, 0.23, -0.25, 0.73, -0.24, -0.28, -0.20, -0.92, -0.70, 0.80, 0.02, -0.46, 0.60, 0.20, -0.11, 0.67, -1.20, 0.72, -0.78, -1.12, -0.06, 0.17, 0.69, -1.11, -0.71, -1.05, 0.40, -0.94, -0.96, -0.58, 0.47, 0.28, 0.32, 0.50, 0.22, 0.03, 0.43, 0.32, 0.30, 0.27, 0.24, 0.44, 0.29, 0.60, -0.34, 0.27, 0.27, 0.43, 0.18, 0.48, 0.09, 0.14, 0.28, 0.41, -0.49, 0.62, 0.49], "de_lowest_ev": 0.000, "spin_multiplicity": 3, "e_tot_ev": -166038.3666, "homo_energy_ha": [-0.3537, -0.3702], "charge": 1, "max_force_ev_per_a": 1.83}

---

(3)
{"formula": "C7H8BrI", "method": "ωB97M-V with the def2-TZVPD basis set", "species": ["C", "C", "C", "C", "C", "C", "C", "Br", "I", "H", "H", "H", "H", "H", "H", "H", "H"], "positions_angstrom": [[-0.00584, 0.95299, 1.78135], [0.61869, -0.20169, 1.62909], [-0.86328, 1.57659, -0.47722], [-0.51329, 1.81421, 0.71650], [0.89985, -0.89449, 0.31537], [-0.22025, -0.90713, -0.55797], [-0.07314, -1.06573, -2.11931], [-0.72484, 3.75863, 1.54288], [-1.93777, -1.73816, 0.22651], [-0.05257, 1.56192, 2.69763], [0.84313, -0.67618, 2.58986], [-1.04704, 1.44948, -1.54294], [1.86879, -0.38897, -0.07634], [1.25310, -1.95547, 0.57090], [-0.93778, -0.71804, -2.63544], [0.04666, -2.06182, -2.24615], [0.84558, -0.50613, -2.41469]], "forces_ev_per_a": [[0.1711, 1.9266, 0.3122], [-0.3520, -0.3148, 1.0810], [0.6026, -1.9004, -1.3955], [-0.1984, 0.7124, 0.1653], [3.5028, -0.4028, 1.8978], [-1.6690, 1.5428, -3.2311], [0.9956, 3.2581, 3.0402], [0.0066, -0.7620, -0.6470], [-0.4072, -0.2842, 0.0296], [0.0558, -1.3310, 0.1421], [0.4480, -0.1222, -0.5595], [-0.1720, 0.7062, 0.8868], [-1.6689, -0.6719, -0.0016], [-0.4840, 1.0861, -0.3824], [-0.6104, 0.2641, -0.3647], [0.4910, -3.2687, -0.9676], [-0.7116, -0.4383, -0.0056]], "mulliken_charge": [-0.08, -0.60, -0.04, -0.08, -0.26, -0.08, -1.51, -0.31, 0.16, 0.31, 0.33, 0.37, 0.22, 0.26, 0.45, 0.52, 0.33], "de_lowest_ev": 4.683, "spin_multiplicity": 1, "e_tot_ev": -85526.4553, "homo_energy_ha": [-0.3064, -0.2944], "charge": 0, "max_force_ev_per_a": 4.57}

---

(4)
{"formula": "C8H17N2O", "method": "ωB97M-V with the def2-TZVPD basis set", "species": ["C", "C", "C", "C", "C", "C", "C", "C", "N", "N", "O", "H", "H", "H", "H", "H", "H", "H", "H", "H", "H", "H", "H", "H", "H", "H", "H", "H"], "positions_angstrom": [[-1.02289, 0.04521, -0.08493], [1.48581, 0.76746, -0.69523], [0.67124, 1.68637, 0.18643], [0.36000, 3.06123, -0.50557], [3.05597, -1.65712, 0.43760], [-3.31035, -0.08772, 0.68439], [-2.24843, -1.90845, -0.64664], [1.54099, -1.21899, 0.57154], [1.19179, -0.66228, -0.68146], [-2.14108, -0.58911, 0.00108], [-0.62076, 1.16120, 0.46570], [1.38324, 1.16028, -1.85890], [2.65105, 0.82554, -0.42742], [1.14863, 1.83942, 1.12487], [0.01370, 3.71415, 0.19308], [-0.32197, 2.90728, -1.31664], [1.29522, 3.42604, -0.93913], [3.29778, -2.25562, 1.34365], [3.11940, -2.17157, -0.42440], [3.64649, -0.73741, 0.46295], [-3.97428, -0.24896, -0.15394], [-3.31112, 0.98168, 0.84063], [-3.72985, -0.62091, 1.62653], [-1.43205, -2.00482, -1.45194], [-3.25121, -2.07019, -1.02239], [-1.83241, -2.74795, 0.07803], [0.96308, -2.10095, 0.80571], [1.37203, -0.49380, 1.38640]], "forces_ev_per_a": [[2.9823, 0.0206, -0.0860], [2.3225, -0.1543, -3.7583], [-0.1047, 1.8307, -1.3013], [2.5705, -2.7780, -1.0146], [-1.4116, 2.2051, 4.0625], [-2.1597, -0.3980, 0.3410], [3.3481, -1.9990, 0.2692], [0.8457, -0.1460, 1.1044], [-2.4408, 1.7906, -0.0566], [1.9150, 0.2724, 0.7006], [-2.5905, -2.2465, 0.0362], [0.2708, -1.1174, 2.9527], [-2.4960, 0.2951, -0.4679], [0.1603, 0.0945, 0.8867], [-1.1136, 1.9538, 1.8176], [-0.5154, -0.1265, -0.3715], [-0.0886, 0.1717, 0.1351], [-0.0288, 0.2737, -0.7987], [0.7242, -1.8552, -2.8607], [0.2558, -0.4189, -0.2309], [-1.3488, 0.1842, 0.4472], [0.5450, 0.1520, 0.1963], [1.3538, 0.5265, -1.6693], [-1.5891, 0.5911, 0.8341], [0.0351, -0.1180, 0.0826], [-1.6092, 1.6610, -1.0573], [-0.2457, -0.3267, -0.2388], [0.4135, -0.3384, 0.0456]], "mulliken_charge": [0.47, -0.31, 0.15, -1.59, -1.27, -0.87, -0.84, -0.17, -0.23, 0.12, -0.36, 0.33, 0.18, 0.39, 0.47, 0.42, 0.40, 0.38, 0.44, 0.32, 0.37, 0.34, 0.29, 0.34, 0.33, 0.29, 0.38, 0.25], "de_lowest_ev": 5.223, "spin_multiplicity": 1, "e_tot_ev": -13587.7463, "homo_energy_ha": [-0.5086, -0.4938], "charge": 1, "max_force_ev_per_a": 4.83}